No. 1
C21H38Cl30O4S2 as an isolated structure, computed with ωB97M-V with the def2-TZVPD basis set.

XYZ file:
```
95
Properties=species:S:1:pos:R:3:lowdin_charge:R:1
C 4.021 0.976 3.245 0.052
C 3.857 0.670 1.958 -0.183
C 4.521 -0.564 1.355 -0.701
S 4.656 -0.097 -0.444 0.813
O 5.885 -0.575 1.729 -0.184
S 6.371 -2.124 1.839 0.575
O 6.957 -2.350 3.094 -0.206
O 7.217 -2.468 0.773 -0.208
O 4.960 -2.868 1.708 -0.248
C 3.810 -1.976 1.479 -0.701
Cl 3.185 -2.641 -0.062 0.733
C 2.944 -2.262 2.685 -0.190
C 1.631 -1.481 2.818 -0.256
C 0.665 -1.594 1.647 -0.637
Cl 0.826 -0.272 0.437 0.610
H 3.696 0.272 4.000 0.070
H 4.433 1.914 3.576 0.073
H 3.261 1.300 1.321 0.046
H 3.547 0.624 -0.695 -0.212
H 2.689 -3.321 2.637 -0.007
H 3.548 -2.089 3.570 0.137
H 1.767 -0.448 3.101 0.088
H 1.111 -1.936 3.657 0.082
H -0.338 -1.506 2.037 -0.111
H 0.725 -2.566 1.181 0.029
C 2.325 3.391 -1.999 -1.016
Cl 1.778 2.085 -0.934 0.486
Cl 3.946 3.938 -1.571 0.524
H 2.335 3.027 -3.019 0.040
H 1.638 4.225 -1.908 -0.089
C 0.979 -5.844 3.185 -0.931
Cl 0.073 -4.330 3.141 0.612
Cl 2.665 -5.526 2.769 0.585
H 0.923 -6.268 4.180 0.033
H 0.565 -6.534 2.459 0.032
C -3.714 -2.896 2.066 -0.965
Cl -2.090 -2.228 2.287 0.591
Cl -4.762 -2.529 3.437 0.501
H -4.145 -2.463 1.172 -0.034
H -3.638 -3.971 1.959 0.036
C -1.397 0.023 -1.886 -1.068
Cl -2.162 1.071 -3.083 0.504
Cl -2.590 -0.806 -0.880 0.529
H -0.802 -0.721 -2.401 0.031
H -0.766 0.630 -1.250 -0.114
C 5.308 7.892 -1.046 -0.965
Cl 6.309 6.574 -0.432 0.505
Cl 3.588 7.571 -0.787 0.591
H 5.576 8.804 -0.527 0.021
H 5.489 8.001 -2.108 0.034
C -5.373 -2.736 -2.722 -1.087
Cl -4.260 -4.113 -2.687 0.496
Cl -5.888 -2.277 -1.095 0.521
H -4.870 -1.896 -3.175 -0.043
H -6.246 -3.006 -3.302 -0.052
C 9.902 7.329 -0.697 -1.037
Cl 8.815 8.722 -0.639 0.490
Cl 11.491 7.767 -1.330 0.511
H 10.020 6.940 0.307 0.028
H 9.464 6.575 -1.340 0.017
C -7.729 -0.641 -5.610 -0.990
Cl -8.683 -1.862 -4.758 0.522
Cl -6.130 -0.437 -4.886 0.565
H -7.606 -0.952 -6.641 0.023
H -8.254 0.305 -5.565 0.026
C -2.086 4.482 -1.069 -1.039
Cl -3.691 3.938 -0.548 0.538
Cl -0.860 3.260 -0.733 0.534
H -2.110 4.668 -2.136 0.026
H -1.827 5.401 -0.535 -0.077
C -7.240 -4.871 -6.942 -1.033
Cl -7.083 -6.511 -7.580 0.514
Cl -6.136 -4.587 -5.591 0.520
H -7.011 -4.167 -7.732 0.024
H -8.256 -4.727 -6.595 0.017
C 4.568 -6.226 -0.423 -1.025
Cl 5.379 -7.642 0.257 0.509
Cl 2.809 -6.408 -0.396 0.473
H 4.837 -5.354 0.162 -0.002
H 4.888 -6.099 -1.450 0.028
C -7.770 -4.130 5.775 -1.023
Cl -8.043 -4.396 4.050 0.496
Cl -6.948 -2.595 6.082 0.489
H -8.728 -4.117 6.280 0.022
H -7.156 -4.935 6.159 0.023
C -5.977 2.853 2.106 -1.044
Cl -5.378 1.330 2.772 0.501
Cl -7.745 2.901 2.073 0.499
H -5.617 3.667 2.723 0.025
H -5.606 2.963 1.095 -0.039
C 1.034 7.284 -1.068 -1.033
Cl 1.718 5.777 -0.456 0.530
Cl -0.740 7.244 -1.117 0.614
H 1.342 8.093 -0.418 -0.011
H 1.402 7.451 -2.073 0.018
```

The total energy comes out at -427920.8577 eV. Its gap between HOMO and LUMO is 8.65 eV.

No. 2
C21H38F2K2NO25S2 as an isolated structure, computed with ωB97M-V with the def2-TZVPD basis set.

XYZ file:
```
91
Properties=species:S:1:pos:R:3:lowdin_charge:R:1
K -8.550 -15.537 -23.304 0.949
K -3.636 -15.383 -24.589 0.943
N -5.498 -13.909 -21.136 -0.329
S -5.634 -12.244 -21.046 0.581
O -4.379 -11.508 -21.186 -0.287
O -6.542 -11.784 -19.978 -0.290
F -6.459 -12.136 -22.491 -0.272
S -5.159 -14.079 -19.579 0.488
O -6.239 -14.781 -18.859 -0.311
O -4.216 -13.280 -18.849 -0.258
F -4.166 -15.335 -19.827 -0.246
C -2.994 -7.686 -15.240 -0.120
C -2.348 -8.858 -15.861 -0.119
O -1.462 -8.250 -16.769 0.079
C -1.754 -6.998 -16.959 -0.605
O -1.045 -6.205 -17.537 0.141
O -2.870 -6.716 -16.277 0.068
H -2.517 -7.289 -14.344 0.137
H -4.038 -7.710 -14.930 0.138
H -2.912 -9.498 -16.539 0.142
H -1.813 -9.474 -15.138 0.138
C 0.771 -10.914 -23.354 -0.105
C 0.818 -11.890 -22.123 -0.146
O 0.803 -13.135 -22.726 0.013
C 1.456 -12.987 -23.979 -0.470
O 1.984 -13.905 -24.591 0.134
O 1.530 -11.667 -24.259 0.060
H 1.325 -9.984 -23.225 0.132
H -0.218 -10.536 -23.611 0.126
H -0.035 -11.946 -21.446 0.130
H 1.650 -11.787 -21.427 0.132
C -5.121 -3.378 -28.951 -0.034
O -5.345 -4.521 -28.176 0.019
C -5.451 -5.690 -28.686 -0.626
O -5.069 -6.021 -29.821 0.097
O -5.747 -6.449 -27.671 0.037
C -5.737 -7.817 -27.775 -0.084
H -6.032 -2.951 -29.370 0.103
H -4.287 -3.414 -29.651 0.103
H -4.837 -2.749 -28.107 0.100
H -5.160 -8.354 -28.528 0.096
H -6.775 -8.126 -27.900 0.098
H -5.317 -8.321 -26.904 0.090
C -10.015 -4.795 -18.284 -0.053
O -10.144 -6.219 -18.282 -0.020
C -9.770 -6.840 -17.105 -0.463
O -9.398 -6.281 -16.024 0.056
O -9.921 -8.192 -17.220 -0.021
C -9.372 -9.035 -16.244 -0.066
H -8.943 -4.605 -18.336 0.094
H -10.386 -4.329 -17.371 0.096
H -10.409 -4.331 -19.188 0.093
H -10.054 -9.884 -16.296 0.094
H -9.320 -8.615 -15.240 0.094
H -8.392 -9.445 -16.489 0.094
C -9.528 -20.232 -18.020 -0.026
O -10.268 -20.436 -19.222 -0.015
C -9.702 -20.721 -20.418 -0.578
O -8.484 -20.825 -20.768 0.044
O -10.708 -20.863 -21.193 0.018
C -10.524 -21.028 -22.618 -0.004
H -9.078 -19.239 -18.019 0.094
H -8.719 -20.961 -18.008 0.097
H -10.205 -20.344 -17.173 0.099
H -9.566 -21.519 -22.786 0.095
H -10.759 -20.057 -23.057 0.090
H -11.207 -21.724 -23.106 0.094
C -8.908 -16.492 -13.736 -0.039
O -7.917 -17.213 -13.050 0.062
C -6.812 -16.676 -12.816 -0.632
O -6.552 -15.425 -12.925 0.044
O -5.982 -17.563 -12.321 0.011
C -4.853 -17.051 -11.618 -0.031
H -9.467 -15.832 -13.073 0.099
H -9.725 -17.075 -14.161 0.093
H -8.515 -15.794 -14.475 0.100
H -5.246 -16.481 -10.775 0.097
H -4.349 -16.331 -12.263 0.097
H -4.283 -17.863 -11.168 0.098
C 0.687 -18.164 -20.463 -0.022
O -0.005 -19.406 -20.640 0.029
C -1.040 -19.434 -21.434 -0.611
O -1.337 -18.480 -22.156 0.071
O -1.620 -20.625 -21.382 0.004
C -3.020 -20.758 -21.517 -0.038
H -0.073 -17.414 -20.243 0.093
H 1.166 -17.848 -21.389 0.098
H 1.410 -18.043 -19.656 0.100
H -3.177 -21.690 -20.975 0.106
H -3.201 -20.910 -22.581 0.088
H -3.638 -19.894 -21.273 0.098
```

The total energy comes out at -134814.4438 eV. Its net charge is +1. Its gap between HOMO and LUMO is 6.31 eV.

No. 3
C21H38N4OPt as an isolated structure, computed with ωB97M-V with the def2-TZVPD basis set.

XYZ file:
```
65
Properties=species:S:1:pos:R:3:lowdin_charge:R:1
Pt 0.159 -1.383 0.623 1.004
N 0.713 -2.999 1.744 -0.132
C 2.167 -3.252 1.625 -0.220
C 2.590 -3.046 0.185 -0.249
N 2.364 -1.641 -0.159 -0.043
H 0.450 -2.858 2.715 0.102
H 0.175 -3.798 1.417 0.100
H 2.418 -4.249 1.991 0.119
H 2.671 -2.516 2.254 0.111
H 1.971 -3.656 -0.477 0.118
H 3.628 -3.368 0.056 0.116
H 2.365 -1.477 -1.159 0.064
H 3.054 -1.036 0.271 0.078
C -0.435 2.640 1.311 -0.053
C -0.344 3.115 -0.139 -0.349
C 1.098 3.358 -0.596 -0.061
C -1.065 2.258 -1.164 -0.154
C -2.043 2.867 -1.941 -0.051
C -2.634 2.216 -3.011 -0.095
C -2.154 0.966 -3.358 -0.054
C -1.173 0.315 -2.615 -0.137
C -0.577 -0.946 -3.228 -0.362
C 0.930 -0.763 -3.431 -0.060
C -0.902 -2.252 -2.506 -0.073
C -0.702 0.916 -1.424 -0.310
O 0.163 0.294 -0.608 -0.316
H -0.207 3.466 1.990 0.083
H 0.244 1.818 1.530 0.034
H -1.444 2.301 1.533 0.071
H -0.835 4.093 -0.172 0.123
H 1.626 2.417 -0.753 0.055
H 1.651 3.948 0.140 0.075
H 1.110 3.893 -1.547 0.087
H -2.334 3.885 -1.702 0.107
H -3.410 2.695 -3.594 0.094
H -2.533 0.479 -4.250 0.106
H -1.019 -1.014 -4.227 0.121
H 1.424 -0.588 -2.473 0.039
H 1.129 0.112 -4.052 0.087
H 1.372 -1.636 -3.919 0.077
H -0.576 -2.195 -1.467 0.003
H -0.399 -3.095 -2.991 0.075
H -1.976 -2.445 -2.514 0.081
N 2.385 1.171 1.198 -0.064
C 3.336 2.078 1.504 -0.112
C 3.669 1.869 2.823 -0.074
C 2.823 0.820 3.238 -0.164
N 2.053 0.407 2.243 -0.001
H 1.769 1.108 0.387 0.077
H 3.690 2.790 0.779 0.111
H 4.398 2.408 3.402 0.087
H 2.738 0.365 4.212 0.096
C -3.311 -0.113 0.476 -0.074
C -2.888 -1.083 1.565 -0.509
C -2.548 -0.382 2.876 -0.094
C -1.745 -2.004 1.137 -0.302
H -4.093 0.566 0.827 0.081
H -3.694 -0.646 -0.397 0.082
H -2.470 0.486 0.144 0.046
H -3.747 -1.741 1.764 0.125
H -1.695 0.287 2.752 0.056
H -2.277 -1.115 3.642 0.068
H -3.393 0.198 3.254 0.075
H -1.630 -2.698 1.985 0.032
H -2.076 -2.613 0.284 0.047
```

The total energy comes out at -33647.8366 eV. Its gap between HOMO and LUMO is 7.20 eV.

No. 4
A 2-piece molecular cluster, C21H38NO6Si2 overall, computed with ωB97M-V with the def2-TZVPD basis set.

XYZ file:
```
68
Properties=species:S:1:pos:R:3:lowdin_charge:R:1
C 7.866 -2.253 3.307 -0.033
O 7.207 -0.963 3.315 -0.042
C 5.850 -0.946 3.239 -0.205
C 5.222 0.325 3.144 0.039
C 3.865 0.402 2.961 0.022
C 3.073 -0.778 2.922 -0.170
C 1.667 -0.649 2.793 0.029
O 0.885 -1.691 2.899 -0.037
C -0.501 -1.460 3.222 0.006
C 3.697 -2.047 3.056 0.035
C 5.061 -2.128 3.215 0.019
H 8.929 -2.012 3.314 0.103
H 7.598 -2.836 4.199 0.104
H 7.609 -2.826 2.404 0.105
H 5.843 1.216 3.194 0.135
H 3.346 1.350 2.829 0.123
H 1.197 0.336 2.691 0.143
H -0.958 -2.447 3.295 0.110
H -0.579 -0.927 4.177 0.113
H -0.989 -0.868 2.436 0.086
H 3.087 -2.948 3.033 0.135
H 5.542 -3.104 3.304 0.117
C 0.929 4.615 2.643 -0.037
O -0.099 4.122 1.772 -0.022
C 0.245 2.998 1.124 -0.469
O 1.305 2.418 1.330 0.054
C -0.789 2.544 0.111 -0.072
C -1.545 1.300 0.554 -0.149
C -2.533 0.840 -0.481 -0.284
C -3.826 0.563 -0.233 0.095
N -1.829 0.592 -1.712 -0.149
O -2.765 0.012 -2.613 -0.254
Si -3.355 1.102 -3.827 0.476
C -3.264 0.086 -5.385 -0.155
C -5.111 1.545 -3.362 -0.165
C -2.308 2.645 -3.853 -0.156
O -0.941 -0.415 -1.379 -0.203
Si -1.205 -2.070 -1.811 0.482
C -0.731 -2.214 -3.603 -0.144
C -0.068 -2.870 -0.562 -0.152
C -2.966 -2.649 -1.516 -0.155
H 0.443 5.375 3.255 0.098
H 1.338 3.807 3.262 0.087
H 1.737 5.058 2.046 0.106
H -1.484 3.372 -0.080 0.136
H -0.257 2.289 -0.810 0.130
H -0.805 0.501 0.709 0.098
H -2.080 1.497 1.498 0.131
H -4.532 0.291 -1.010 0.056
H -4.170 0.683 0.794 0.075
H -3.430 0.752 -6.245 0.041
H -2.295 -0.409 -5.525 0.022
H -4.052 -0.680 -5.396 0.044
H -5.466 2.350 -4.024 0.043
H -5.779 0.683 -3.490 0.041
H -5.188 1.896 -2.326 0.024
H -2.300 3.072 -4.869 0.040
H -2.722 3.412 -3.184 0.038
H -1.271 2.448 -3.553 0.030
H -0.586 -3.274 -3.863 0.041
H -1.501 -1.808 -4.271 0.008
H 0.210 -1.683 -3.802 0.046
H -0.021 -3.953 -0.752 0.041
H 0.951 -2.464 -0.614 0.036
H -0.417 -2.724 0.471 0.016
H -2.936 -3.723 -1.262 0.037
H -3.463 -2.125 -0.690 0.024
H -3.585 -2.548 -2.416 0.038
```

The total energy comes out at -51917.2013 eV. Its net charge is +1. Its gap between HOMO and LUMO is 6.06 eV.